Formula: C44H35IN5O7S4Tl
Source: OMol25
Level of theory: ωB97M-V with the def2-TZVPD basis set

Properties
net charge	-2
energy above the lowest of the compared OMol25 structures with the same formula, charge and spin	39.0	kJ/mol
orbital gap	6.699	eV
HOMO level	-2.754	eV
electronic energy	-124117.0200	eV

Geometry as XYZ:
```
97
C44H35IN5O7S4Tl (ωB97M-V with the def2-TZVPD basis set)
Tl -0.120 -0.477 0.911
C -3.394 -1.565 -0.763
C -2.883 -2.071 0.554
N -1.829 -2.812 0.510
N -1.539 -3.551 1.622
C -0.362 -3.540 2.094
S 1.016 -2.536 1.672
S -0.048 -4.739 3.390
C -0.637 -3.797 4.849
C 0.428 -2.996 5.540
C 0.600 -1.651 5.233
C 1.603 -0.915 5.849
C 2.438 -1.515 6.782
C 2.265 -2.856 7.101
C 1.264 -3.590 6.481
C -3.575 -1.696 1.795
C -4.967 -1.743 1.868
C -5.656 -1.393 3.015
C -4.922 -0.950 4.120
C -3.553 -0.847 4.066
C -2.810 -1.194 2.900
O -1.539 -1.036 2.871
H -2.780 -1.954 -1.573
H -4.428 -1.893 -0.903
H -3.370 -0.476 -0.784
H -1.452 -3.163 4.502
H -1.046 -4.553 5.520
H -0.058 -1.193 4.506
H 1.731 0.126 5.581
H 3.224 -0.940 7.258
H 2.912 -3.331 7.829
H 1.135 -4.641 6.721
H -5.521 -2.094 1.005
H -6.736 -1.465 3.056
H -5.441 -0.669 5.032
H -2.985 -0.473 4.911
C -3.058 2.401 2.395
C -2.320 2.948 1.211
N -2.258 4.256 1.038
C -1.640 4.720 -0.055
C -1.101 3.922 -1.041
C -0.500 4.587 -2.256
O 0.896 4.428 -2.376
C -1.147 2.523 -0.874
C -0.691 1.666 -1.971
N -0.946 0.421 -2.097
C -0.683 -0.115 -3.368
C -1.182 0.550 -4.496
C -1.020 0.050 -5.776
C -0.355 -1.151 -5.965
C 0.132 -1.835 -4.861
C -0.034 -1.335 -3.578
I 0.726 -2.440 -1.987
C -1.734 2.028 0.299
O -1.828 0.751 0.607
H -3.653 3.194 2.846
H -2.355 1.995 3.126
H -3.693 1.563 2.104
H -1.584 5.800 -0.152
H -0.775 5.650 -2.229
H -0.935 4.171 -3.170
H 1.284 4.577 -1.497
H -0.139 2.185 -2.756
H -1.729 1.471 -4.338
H -1.420 0.597 -6.621
H -0.219 -1.560 -6.959
H 0.653 -2.774 -4.994
O 3.429 4.965 1.730
S 2.059 4.681 1.388
O 1.592 5.229 0.133
N 1.742 3.090 1.497
C 0.967 2.813 2.518
S 0.474 1.286 3.059
C 0.490 4.032 3.270
C -0.370 4.107 4.351
C -0.710 5.363 4.835
C -0.201 6.521 4.252
C 0.670 6.445 3.172
C 0.993 5.188 2.708
H -0.767 3.199 4.784
H -1.393 5.446 5.671
H -0.490 7.489 4.642
H 1.073 7.334 2.705
O 2.059 0.605 -2.106
C 2.477 0.560 -0.954
O 1.814 0.353 0.126
C 3.958 0.774 -0.703
C 4.410 1.272 0.512
C 5.768 1.482 0.712
C 6.678 1.169 -0.288
C 6.227 0.660 -1.500
C 4.868 0.477 -1.711
H 3.681 1.503 1.276
H 6.114 1.896 1.652
H 7.738 1.326 -0.127
H 6.936 0.414 -2.283
H 4.485 0.110 -2.655
```